This record from the Open Molecules 2025 dataset describes 7 unconnected molecules or ions with the total composition C8H18BBr2N3O14 at a distorted geometry. The level of theory is ωB97M-V with the def2-TZVPD basis set.

XYZ file:
```
46
Properties=species:S:1:pos:R:3:forces:R:3:nbo_charge:R:1
N -12.522375 -11.433466 7.433573 0.740 -0.816 -0.015 -0.931
H -12.592669 -12.362425 7.958205 -0.319 0.642 0.476 0.490
H -13.255186 -11.411468 6.720895 0.150 0.203 0.272 0.425
H -11.597754 -11.461087 6.984485 -0.463 0.321 0.071 0.416
H -12.599539 -10.617665 8.124606 -0.362 -0.388 -0.182 0.484
N -14.715911 -11.514633 10.677870 1.918 -0.449 0.111 -0.968
H -14.758972 -10.823496 9.913943 -0.353 -0.372 0.239 0.443
H -13.923259 -12.200432 10.390179 -0.750 0.516 -0.208 0.477
H -15.526389 -12.094637 10.928547 0.029 0.672 0.207 0.463
H -14.261122 -10.983559 11.458719 -0.842 -0.548 -0.322 0.470
N -11.340595 -11.233444 13.333154 -0.950 -1.354 -1.005 -0.908
H -10.387725 -10.966456 13.096116 -0.075 0.026 0.214 0.424
H -12.025677 -10.685956 12.721227 0.687 -0.085 0.471 0.495
H -11.575638 -11.147819 14.325397 0.029 0.061 -0.281 0.452
H -11.500308 -12.246532 13.051140 0.250 1.093 0.276 0.479
O -13.862584 -11.851502 14.042896 0.918 3.496 -0.373 -0.651
C -14.152818 -12.987371 14.124930 -1.191 -2.035 -0.829 0.698
O -13.630687 -13.858995 14.889208 0.559 -1.289 0.905 -0.625
B -14.188955 -15.209788 14.520872 0.928 -1.254 -0.141 1.157
O -15.343896 -14.891155 13.625708 0.481 -2.410 1.151 -0.603
C -15.257324 -13.676702 13.288571 1.492 0.541 2.025 0.700
O -15.963920 -13.100553 12.559900 -2.347 2.023 -2.962 -0.625
O -13.170744 -15.976177 13.750998 -0.475 0.662 0.113 -0.668
C -12.685422 -16.958432 14.507768 -2.949 2.747 0.702 0.679
O -11.766325 -17.609645 14.274322 3.343 -2.674 -0.839 -0.526
C -13.558817 -17.011437 15.778365 -0.493 2.527 -3.240 0.680
O -14.442025 -16.006924 15.706638 -0.514 0.760 -0.223 -0.678
O -13.516561 -17.811355 16.596978 0.298 -3.196 3.569 -0.516
O -11.691465 -8.188412 10.350611 -1.748 -0.646 -0.744 -0.712
C -12.611108 -9.254236 10.353866 0.372 -0.242 -1.748 1.010
O -13.215552 -9.531074 9.232754 1.078 0.836 1.748 -0.858
O -12.710718 -9.907179 11.401382 0.182 0.580 0.036 -0.788
H -11.922650 -7.664865 9.546480 0.396 -0.576 0.714 0.492
O -12.522432 -15.441022 9.673479 -0.384 0.636 -0.634 -0.687
C -12.508773 -14.182373 10.204502 0.529 0.472 0.537 0.980
O -12.939987 -13.239537 9.410803 0.050 -0.346 0.232 -0.928
O -12.084432 -14.035513 11.352498 -0.458 0.248 -0.740 -0.726
H -12.929901 -15.315006 8.791505 0.287 -0.315 0.618 0.477
Br -16.049799 -12.231942 7.877253 0.119 -0.039 -0.194 -0.034
C -17.077278 -12.531085 6.253879 0.016 0.212 -0.375 -0.435
C -18.515535 -12.182417 6.506886 0.080 -0.377 0.047 -0.451
Br -19.537672 -12.649644 4.930154 -0.076 0.114 -0.120 0.009
H -16.923289 -13.559787 5.961341 -0.073 -0.214 0.131 0.233
H -16.684869 -11.891736 5.468247 0.207 0.050 0.107 0.222
H -18.615424 -11.124432 6.698589 -0.226 0.158 0.018 0.228
H -18.929850 -12.770307 7.313472 -0.089 0.031 0.188 0.233
```
Positions in Å, forces in eV/Å.

The calculation puts the HOMO energy at -8.90 eV. For the total energy, the calculation gives -182492.1959 eV. The orbital gap is 8.25 eV. The relative energy (zero: lowest compared OMol25 entry of this formula, charge and spin) comes out at 0.0 kcal per mole.



This record from the Open Molecules 2025 dataset describes 2 unconnected molecules or ions with the total composition C8H18BrN at a distorted geometry. The level of theory is ωB97M-V with the def2-TZVPD basis set.

XYZ file:
```
28
Properties=species:S:1:pos:R:3:forces:R:3:nbo_charge:R:1
C 11.434038 -29.838922 32.038059 0.331 -1.752 -0.796 -0.618
C 12.044341 -30.446828 33.284526 -0.320 0.273 1.417 -0.426
C 11.095435 -31.424158 34.104055 1.184 0.304 0.992 -0.199
N 10.231574 -30.803083 35.205622 -1.109 1.018 -2.338 -0.213
C 9.164857 -29.979732 34.499564 1.254 0.292 0.432 -0.487
C 9.488655 -31.850277 36.009766 0.849 1.135 0.773 -0.205
C 9.176087 -31.090334 37.343374 0.124 -0.163 0.200 -0.431
C 10.058328 -29.809379 37.444114 0.472 0.154 -1.141 -0.485
C 10.920509 -29.856633 36.172635 1.434 -2.001 0.280 -0.203
H 10.376861 -29.587120 32.122104 0.396 0.536 0.021 0.223
H 11.487391 -30.692063 31.361741 -0.494 0.007 -0.578 0.202
H 12.091929 -29.124144 31.543716 -0.386 0.469 0.418 0.230
H 12.483668 -29.661897 33.900133 -0.729 0.200 0.700 0.218
H 13.000975 -30.921666 33.066610 -0.360 -0.812 -0.416 0.227
H 11.679351 -32.168543 34.645368 0.478 0.141 0.005 0.207
H 10.420903 -32.050549 33.520332 -0.085 0.491 -0.437 0.217
H 9.686675 -29.084133 34.162364 -0.127 -0.236 -0.580 0.244
H 8.595824 -29.505511 35.299191 -0.946 -0.527 -0.351 0.293
H 8.712414 -30.565834 33.699646 -0.248 0.104 0.299 0.202
H 8.640240 -32.166943 35.403120 -0.075 0.113 0.290 0.224
H 10.132532 -32.713351 36.178992 0.178 0.123 -0.032 0.207
H 8.141588 -30.747121 37.332993 -0.019 -0.203 0.124 0.240
H 9.338704 -31.760727 38.187307 -0.206 -0.022 -0.058 0.227
H 9.408765 -28.934068 37.443146 0.099 -0.243 -0.281 0.301
H 10.746367 -29.577635 38.257130 -0.086 -1.055 0.452 0.230
H 11.408612 -28.983935 35.738748 -1.332 0.406 -0.299 0.257
H 11.818886 -30.456632 36.317645 0.335 -0.226 0.937 0.182
Br 8.495228 -27.470183 36.106781 -0.614 1.472 -0.033 -0.863
```
Positions in Å, forces in eV/Å.

The calculation puts the HOMO energy at -7.15 eV. For the total energy, the calculation gives -80118.6897 eV. The orbital gap is 7.36 eV. The relative energy (zero: lowest compared OMol25 entry of this formula, charge and spin) comes out at 31.3 kcal per mole.



This record from the Open Molecules 2025 dataset describes 2 unconnected molecules or ions with the total composition C8H18BrO4P2 at a distorted geometry. The level of theory is ωB97M-V with the def2-TZVPD basis set.

XYZ file:
```
33
Properties=species:S:1:pos:R:3:forces:R:3:nbo_charge:R:1
C 3.037801 -2.273995 1.103680 0.325 0.818 0.294 -0.967
P 1.967948 -1.005429 0.243959 0.147 -0.647 -2.229 0.832
O 3.050240 0.155724 -0.215378 -0.791 -0.168 0.970 -1.036
P 0.748901 0.022830 1.742767 0.600 0.573 2.174 0.384
C -1.017224 -0.619979 1.690775 -0.064 0.201 -0.236 -0.687
C -2.092970 0.490416 1.612193 -0.542 -0.104 0.492 -0.402
C -3.514449 -0.007316 1.241305 0.219 -0.357 -0.307 -0.425
C -3.583401 -0.964298 0.011152 -0.604 0.836 -0.135 -0.073
O -4.437521 -0.403458 -1.006636 0.021 -0.063 -0.066 -0.738
C 0.784457 1.821454 1.213752 -0.393 -0.151 -1.266 -0.797
C 0.501297 1.965027 -0.306343 1.957 1.267 2.199 0.562
O -0.161858 1.234739 -0.895290 -2.030 -1.806 -1.842 -0.514
Br 1.332189 3.462822 -1.275045 0.091 0.191 0.277 -0.081
H 2.627741 -3.270241 0.900802 -0.033 0.273 0.340 0.227
H 3.225024 -2.066648 2.168925 -0.201 -0.318 -0.221 0.217
H 4.014741 -2.216697 0.593821 -0.411 0.067 0.015 0.256
H 3.126898 0.145003 -1.207258 0.422 -0.489 -0.968 0.555
H -1.144411 -1.412385 0.936585 0.179 0.450 -0.026 0.226
H -1.151715 -1.114366 2.667551 0.141 0.081 -0.352 0.220
H -2.167247 0.922984 2.627952 0.092 0.070 -0.424 0.201
H -1.846992 1.322766 0.941637 0.167 -0.452 -0.016 0.205
H -4.148505 0.858041 0.987168 0.229 -0.257 0.140 0.218
H -4.014364 -0.505616 2.087763 0.356 0.153 -0.091 0.193
H -2.612305 -1.162511 -0.462139 -0.146 -0.142 0.472 0.184
H -4.093145 -1.887339 0.318731 0.422 0.085 -0.284 0.174
H -3.937691 0.253517 -1.509304 -0.016 -0.207 0.193 0.467
H 1.741571 2.273257 1.490358 -0.282 -0.134 -0.066 0.272
H -0.053049 2.353666 1.695095 0.431 -0.118 0.069 0.255
C 2.781471 0.308697 -3.859653 -0.531 0.491 -0.519 -0.197
O 3.557820 -0.419740 -3.034054 -0.147 0.231 1.023 -0.970
H 1.682698 0.314753 -3.643683 -0.062 -0.168 0.232 0.081
H 3.001766 1.405749 -3.921065 0.232 0.065 0.174 0.076
H 2.794282 0.018575 -4.940123 0.223 -0.273 -0.016 0.080
```
Positions in Å, forces in eV/Å.

The calculation puts the HOMO energy at -2.86 eV. For the total energy, the calculation gives -105397.3778 eV. The orbital gap is 5.56 eV. As for the charge: -1.



This record from the Open Molecules 2025 dataset describes a molecular structure, C8H18Cl2InO2PS at a distorted geometry. The level of theory is ωB97M-V with the def2-TZVPD basis set.

XYZ file:
```
33
Properties=species:S:1:pos:R:3:forces:R:3:nbo_charge:R:1
C 0.906695 3.454724 -0.593448 -0.140 1.660 -1.275 -0.831
C 0.973519 2.306339 0.182377 2.111 -5.586 3.521 0.946
H 1.778995 4.137854 -0.486475 -0.284 -0.685 0.113 0.341
H 0.018349 3.959412 -0.207389 -0.279 0.334 -0.437 0.343
H 0.767676 3.113199 -1.650331 -0.088 0.539 0.801 0.326
O 1.424398 1.458179 0.856174 -1.366 3.818 -2.517 -0.352
Cl -1.159242 1.288989 -0.396738 -0.022 -0.454 -0.979 -0.487
In -0.544838 -1.294930 -0.234615 -0.828 1.214 0.661 1.204
P 0.716633 -0.695095 -2.413691 -0.099 -1.582 -1.080 0.943
C 2.245671 -1.670035 -2.478590 0.082 0.104 0.143 -0.962
C -0.447831 -1.560715 -3.526392 -0.021 0.282 0.108 -0.950
H 0.271830 1.519749 -3.341658 0.062 -0.224 -0.052 0.273
H 1.385647 0.566157 -4.358683 -0.094 -0.182 0.344 0.293
H 1.976872 1.338207 -2.867390 -0.068 -0.147 -0.091 0.253
C 1.121234 0.827553 -3.323490 -0.170 0.726 0.616 -0.938
H -1.446086 -1.114153 -3.419779 0.201 -0.091 -0.174 0.269
H -0.097813 -1.440086 -4.558864 -0.181 -0.197 0.171 0.274
H 2.563697 -1.779084 -3.522840 -0.010 0.014 0.218 0.283
H 2.088078 -2.661917 -2.042098 0.034 0.106 -0.117 0.265
H -0.509662 -2.620618 -3.251421 0.052 0.153 -0.148 0.269
H 3.028880 -1.153720 -1.910615 -0.032 -0.149 -0.152 0.261
C 1.607331 -1.481063 1.017150 2.124 -1.115 1.956 0.550
O 2.493998 -1.780211 1.662810 -2.220 0.923 -1.688 -0.328
Cl -1.994754 -2.977967 0.576937 1.089 1.140 -0.629 -0.365
C -0.669814 0.644136 4.159909 0.159 0.216 0.326 -0.760
S -1.234581 0.961267 2.509317 0.515 -0.461 -0.440 0.211
C -2.799523 0.102729 2.541068 -0.439 -0.178 0.170 -0.758
H 0.410343 0.826766 4.130844 -0.220 -0.150 0.306 0.233
H -0.899123 -0.384859 4.434628 0.178 0.079 0.164 0.234
H -1.142639 1.353236 4.841923 0.106 -0.222 0.114 0.246
H -2.621288 -0.940341 2.821329 -0.198 0.200 0.064 0.226
H -3.451647 0.599188 3.267807 -0.025 -0.248 -0.236 0.252
H -3.261596 0.119929 1.547834 0.074 0.164 0.220 0.237
```
Positions in Å, forces in eV/Å.

The calculation puts the HOMO energy at -14.44 eV. For the total energy, the calculation gives -63009.5395 eV. The orbital gap is 5.99 eV. As for the charge: +2.



- Which value of orbital gap does entry 1 give?
  8.25 eV



- Which formula does entry 2 have?
  C8H18BrN